Entry 1:
Density functional theory data (wB97M-V/def2-TZVPD) for one molecule with the formula C6H13NO.

Summary:
**SMILES string**: CCCC[C@H](N)C=O

```
! RIJCOSX wB97M-V def2-TZVPD def2/J DEFGRID3
* xyz 0 1
C -2.73833 0.45198 -1.56262
C -1.29699 -0.04119 -1.47759
C -0.84270 -0.05075 -0.00995
C 0.53051 -0.69542 0.23431
C 1.48105 0.21971 1.02938
N 2.57410 0.90568 0.37730
C 1.95069 -0.70544 2.20563
O 2.91434 -1.40040 2.27379
H -3.34321 -0.45305 -1.31131
H -3.03460 0.73312 -2.55886
H -2.89800 1.19624 -0.78128
H -1.32410 -1.06076 -1.88280
H -0.57731 0.61049 -2.02006
H -1.56078 -0.65073 0.59510
H -0.74408 0.93935 0.42517
H 1.00937 -1.00075 -0.71599
H 0.37695 -1.61312 0.79588
H 0.93240 0.94404 1.61932
H 3.16109 0.48133 -0.32009
H 2.30536 1.84216 0.11786
H 1.12422 -0.65249 2.96682
*
```

Entry 2:
Density functional theory data (wB97M-V/def2-TZVPD) for C22H41BrLuNP3Se as an isolated structure.

```
! RIJCOSX wB97M-V def2-TZVPD def2/J DEFGRID3
* xyz 3 1
Lu -0.20331 -0.87556 0.35804
P 0.20135 1.78445 1.96739
P -2.57284 0.59638 0.52433
P 2.50445 -0.06534 0.41292
H -1.28351 -3.12568 -4.67674
C -0.60925 -3.69593 -4.05354
C -0.41358 -3.48747 -2.74775
H -1.12752 -2.81497 -2.20117
C 0.34478 3.36212 1.04955
C -1.07886 2.24150 3.21212
C 1.69523 1.93106 3.06133
C -3.27661 -0.27515 -0.93806
C -3.91227 0.41584 1.77546
C -2.89608 2.34853 0.09575
C 3.01884 -1.04406 -1.05990
C 3.79345 -0.56761 1.62750
C 3.23104 1.56388 -0.04304
H -0.13060 -4.51806 -4.57313
H 0.34899 -4.14629 -2.24863
H 0.49216 4.18046 1.75428
H -0.55928 3.56910 0.47662
H 1.20992 3.34959 0.38783
H -0.76971 3.17266 3.70373
H -1.14817 1.49268 4.00871
H -2.07455 2.37328 2.77558
H 1.52820 2.74793 3.77401
H 2.61321 2.15379 2.50710
H 1.87174 1.03010 3.66082
H -4.36815 -0.17677 -0.89784
H -3.03170 -1.35142 -0.88633
H -2.89545 0.19129 -1.86035
H -4.85129 0.83559 1.38266
H -3.65770 0.94071 2.70185
H -4.04375 -0.63683 2.05042
H -3.97522 2.48358 -0.05479
H -2.34864 2.59473 -0.81905
H -2.57619 3.02352 0.89483
H 4.10569 -0.95246 -1.17571
H 2.52457 -0.64191 -1.95196
H 2.74104 -2.09870 -0.92559
H 4.77829 -0.63345 1.13874
H 3.54142 -1.53361 2.08172
H 3.86324 0.15150 2.45167
H 4.21789 1.40199 -0.49912
H 3.35280 2.20465 0.83311
H 2.54341 2.06090 -0.73209
C 0.13286 0.85968 -3.50189
C -0.58620 -0.18121 -4.09922
C -0.36240 -0.49982 -5.42832
C 0.48132 0.30360 -6.21174
C 1.11767 1.40456 -5.64189
C 0.93969 1.70047 -4.29452
Se -0.00183 1.10099 -1.63957
H 0.00464 -1.18578 -1.54107
H -1.24152 -0.75951 -3.45014
H -0.88535 -1.35842 -5.83264
H 0.63044 0.07225 -7.26819
H 1.77220 1.99268 -6.27691
H 1.47453 2.53140 -3.86832
Br -1.23621 -5.37349 2.93493
C -0.70341 -3.62161 3.31886
C -0.46582 -3.21194 4.62416
C -0.09955 -1.88166 4.84034
C 0.01270 -0.98822 3.78886
N -0.19427 -1.41950 2.52738
C -0.56252 -2.71343 2.27312
H -0.55743 -3.92568 5.43733
H 0.09744 -1.50034 5.83315
H 0.25624 0.06572 3.94097
H -0.74076 -2.97130 1.21203
*
```

Entry 3:
Density functional theory data (wB97M-V/def2-TZVPD) for a 2-piece molecular cluster, C4H14N3 overall.

```
! RIJCOSX wB97M-V def2-TZVPD def2/J DEFGRID3
* xyz 1 1
C 1.76619 -1.73469 0.18936
C -2.01054 0.18386 1.62942
C -2.70549 -0.13564 -0.65879
C 1.64775 0.65215 -0.81559
N 1.15905 1.96816 -0.43580
N 1.30144 -0.32400 0.34132
N -1.80411 -0.10600 0.45380
H 2.83239 -2.09695 0.05034
H 1.47355 -2.15772 1.15491
H 1.21872 -2.11448 -0.71698
H -1.07042 0.32563 2.30011
H 1.51652 0.06207 1.22274
H -2.97311 0.05312 2.16685
H -3.69266 0.10951 -0.32248
H -2.43192 0.73021 -1.26568
H -2.69748 -1.16071 -1.05339
H 2.67850 0.67769 -1.31832
H 0.97451 0.36456 -1.66690
H 1.89081 2.61899 -0.37657
H 0.67358 2.38886 -1.21814
H 0.25273 -0.30459 0.33979
*
```

Entry 4:
Density functional theory data (wB97M-V/def2-TZVPD) for C22H12BrCl2N3O3Zn as an isolated structure.

```
! RIJCOSX wB97M-V def2-TZVPD def2/J DEFGRID3
* xyz 0 1
Zn -0.06393 0.00019 -0.06438
Cl -5.64449 1.88380 -4.19042
C -4.35570 1.67492 -3.06351
C -4.18273 2.63949 -2.05594
C -3.16207 2.50521 -1.15569
Cl -2.92730 3.65918 0.09360
C -2.23603 1.41029 -1.19801
O -1.28903 1.35794 -0.34502
C -2.45591 0.43962 -2.22663
C -1.62295 -0.70131 -2.33568
O -0.63508 -0.99565 -1.64285
C -3.52342 0.59496 -3.14436
H -4.85851 3.47839 -1.99433
H -1.89346 -1.40901 -3.13828
H -3.66378 -0.15454 -3.90789
Br 4.27778 6.80354 3.14036
C 4.69446 4.96756 3.43036
C 5.98784 4.51722 3.20673
C 6.28012 3.18522 3.39686
C 5.27200 2.28150 3.75573
C 3.98379 2.76553 4.01683
C 3.69772 4.10531 3.85957
N 5.66794 0.98018 4.00739
N 5.01118 -0.04874 3.84240
C 3.81846 -0.20456 3.17843
C 2.90995 -1.08356 3.77011
C 1.64422 -1.30170 3.25854
C 1.22879 -0.70149 2.06474
O 0.04217 -0.85320 1.56715
C 2.20772 0.08186 1.35944
N 1.84698 0.52562 0.13659
C 2.70272 1.20152 -0.59969
C 4.00545 1.46184 -0.16785
C 4.40617 1.02346 1.07156
C 3.49821 0.33868 1.89897
H 6.75245 5.21067 2.89424
H 7.28032 2.81328 3.23846
H 3.21323 2.08733 4.35337
H 2.70237 4.47283 4.05921
H 3.21009 -1.55589 4.69376
H 0.94920 -1.94202 3.77874
H 2.35484 1.52913 -1.57067
H 4.68235 1.98439 -0.82414
H 5.42438 1.17765 1.39721
*
```

In a.u., the energy values for the records above are, in order, -366.365636; -8151.614468; -324.753464; -6509.311545.
In eV/A, the max |F| values for the records above are, in order, 2.42; 3.30; 3.49; 1.68.